This record from the Open Molecules 2025 dataset describes a 2-piece molecular cluster, C4H11NO3 overall. The level of theory is ωB97M-V with the def2-TZVPD basis set.

Each line ends with the Mulliken charge.
Atoms and positions in Å:
H  -0.992  -0.903  -1.835  0.244
H  -2.217  -1.259  -0.518  0.302
C  -0.999  1.595  0.162  0.166
O  2.789  -3.936  0.606  -0.651
O  -1.443  2.248  -0.724  -0.513
H  1.550  1.016  -0.713  0.286
H  1.956  -4.414  0.556  0.319
H  -2.364  0.087  -1.554  0.331
H  2.389  -0.512  -0.816  0.426
C  -0.793  0.062  0.200  0.415
H  2.483  -3.005  0.623  0.345
H  -0.688  3.172  1.515  0.355
O  -0.773  2.187  1.398  -0.499
H  -1.278  -0.050  1.220  0.355
N  0.626  -0.441  0.292  -0.362
H  1.106  -0.367  -1.965  0.255
C  1.455  -0.060  -0.925  -0.878
H  0.604  -1.438  0.422  0.212
C  -1.584  -0.469  -0.973  -1.108

Maximum force in hartree/bohr: 0.061
M in g/mol: 121.136
HOMO-LUMO gap in eV: 10.2
2S+1: 1
Energy above the lowest of the compared OMol25 structures with the same formula, charge and spin in kcal per mole: 54.3

***

This record from the Open Molecules 2025 dataset describes a 2-piece molecular cluster, C4H11NO3 overall. The level of theory is ωB97M-V with the def2-TZVPD basis set.

Each line ends with the Mulliken charge.
Atoms and positions in Å:
O  1.884  -2.350  0.449  -0.461
O  2.700  -0.911  -0.878  -0.586
C  0.448  0.208  1.630  -1.589
H  2.516  -2.916  0.118  0.319
H  0.614  1.446  -2.616  0.353
N  0.663  0.927  -0.641  -0.357
H  -6.566  1.341  0.982  0.330
H  1.033  0.917  2.098  0.452
H  -0.312  -0.939  0.032  0.249
C  1.885  -1.090  -0.004  0.448
O  -6.793  2.313  1.034  -0.657
C  0.353  0.613  -2.025  -0.901
H  1.443  1.543  -0.548  0.278
H  -6.057  2.918  1.267  0.327
C  0.651  -0.276  0.175  0.525
H  0.746  -0.664  2.337  0.311
H  -0.499  0.663  1.754  0.394
H  0.787  -0.339  -2.474  0.236
H  -0.700  0.398  -1.965  0.331

Maximum force in hartree/bohr: 0.114
M in g/mol: 121.136
HOMO-LUMO gap in eV: 9.7
2S+1: 1
Energy above the lowest of the compared OMol25 structures with the same formula, charge and spin in kcal per mole: 60.5

***

This record from the Open Molecules 2025 dataset describes a 2-piece molecular cluster, C4H11NO3 overall. The level of theory is ωB97M-V with the def2-TZVPD basis set.

Each line ends with the Mulliken charge.
Atoms and positions in Å:
C  0.002  -0.470  -0.984  -0.029
H  -1.993  -0.732  -1.840  0.277
H  1.463  -1.281  1.364  0.258
H  0.869  0.101  -1.341  0.358
N  -1.152  -1.594  0.990  -0.627
H  -1.670  0.903  -1.617  0.367
H  -0.498  -2.301  1.307  0.274
C  -0.406  -0.437  0.545  0.242
H  -0.085  -2.570  -1.505  0.330
H  1.200  3.083  1.807  0.334
C  -1.147  -0.017  -1.882  -1.283
H  -0.910  0.502  0.780  0.348
O  1.716  3.748  2.296  -0.638
H  1.929  4.532  1.799  0.302
O  0.420  -1.789  -1.257  -0.580
C  0.994  -0.296  1.132  -0.138
O  1.662  0.701  1.155  -0.446
H  -0.784  -0.107  -2.917  0.359
H  -1.610  -1.976  0.167  0.291

Maximum force in hartree/bohr: 0.042
M in g/mol: 121.136
HOMO-LUMO gap in eV: 10.5
2S+1: 1
Energy above the lowest of the compared OMol25 structures with the same formula, charge and spin in kcal per mole: 60.1

***

This record from the Open Molecules 2025 dataset describes a 4-piece molecular cluster, C4H11NO3 overall. The level of theory is ωB97M-V with the def2-TZVPD basis set.

Each line ends with the Mulliken charge.
Atoms and positions in Å:
O  -2.543  -0.238  -2.051  -0.684
H  0.020  2.312  0.256  0.418
C  0.089  0.060  0.500  -0.488
H  -2.078  0.144  -2.807  0.316
H  -0.914  -0.273  0.690  0.554
H  1.387  -1.829  0.562  0.402
N  1.879  1.353  0.335  0.045
C  0.507  1.356  0.366  -0.609
H  2.474  2.108  0.043  0.221
C  2.332  0.051  0.337  -0.540
C  1.241  -0.770  0.431  -0.348
H  -4.444  -1.617  -3.814  0.287
H  -1.840  -0.832  -1.739  0.353
O  2.356  0.795  3.756  -0.645
H  3.380  -0.095  0.111  0.350
O  -4.397  -2.109  -2.987  -0.641
H  -4.023  -1.435  -2.391  0.367
H  2.146  0.141  3.073  0.334
H  2.769  0.421  4.536  0.309

Maximum force in hartree/bohr: 0.021
M in g/mol: 121.136
HOMO-LUMO gap in eV: 9.3
2S+1: 1
Energy above the lowest of the compared OMol25 structures with the same formula, charge and spin in kcal per mole: 36.5

***

This record from the Open Molecules 2025 dataset describes a 2-piece molecular cluster, C4H11NO3 overall. The level of theory is ωB97M-V with the def2-TZVPD basis set.

Each line ends with the Mulliken charge.
Atoms and positions in Å:
N  -0.269  1.143  0.076  0.074
H  1.261  0.171  2.050  0.356
H  -2.794  -6.599  -1.404  0.317
C  -1.399  0.582  -0.426  0.128
H  1.454  0.666  -0.989  0.386
H  0.701  -0.697  -0.261  0.385
O  -2.748  -5.778  -1.914  -0.635
H  2.740  1.855  2.100  0.302
O  -1.530  -0.563  -0.797  -0.562
H  0.831  2.811  -0.528  0.319
H  2.549  -0.500  1.086  0.313
H  -2.228  1.297  -0.594  0.286
O  2.628  1.540  1.200  -0.519
C  0.961  0.336  -0.080  -0.677
H  -0.820  3.106  -0.424  0.409
C  1.842  0.340  1.150  -0.509
H  0.216  2.943  1.070  0.216
C  -0.046  2.568  0.086  -0.906
H  -3.348  -5.221  -1.401  0.319

Maximum force in hartree/bohr: 0.026
M in g/mol: 121.136
HOMO-LUMO gap in eV: 10.2
2S+1: 1
Energy above the lowest of the compared OMol25 structures with the same formula, charge and spin in kcal per mole: 39.3

***

This record from the Open Molecules 2025 dataset describes a 3-piece molecular cluster, C4H11NO3 overall. The level of theory is ωB97M-V with the def2-TZVPD basis set.

Each line ends with the Mulliken charge.
Atoms and positions in Å:
H  2.229  0.013  -1.090  0.206
H  -0.334  2.267  0.052  0.312
N  1.594  -0.417  -0.435  -0.280
H  -0.421  -2.084  -1.369  0.366
C  -1.064  -0.226  -1.256  -0.578
H  -1.385  0.387  2.272  0.469
C  0.507  0.298  -0.020  0.397
O  -0.668  -1.347  -1.948  -0.505
H  1.161  2.157  -0.890  0.475
C  -0.443  -0.319  0.855  -0.469
H  -2.090  -0.254  -0.895  0.347
H  1.746  -1.332  -0.037  0.213
H  0.085  -2.080  1.357  0.421
H  -0.956  0.647  -1.896  0.387
H  0.363  -0.314  2.261  0.260
C  0.643  1.792  0.000  -1.521
H  1.202  2.078  0.896  0.386
O  -0.650  -1.690  0.838  -0.544
O  -1.518  0.424  1.305  -0.339

Maximum force in hartree/bohr: 0.105
M in g/mol: 121.136
HOMO-LUMO gap in eV: 8.1
2S+1: 1
Energy above the lowest of the compared OMol25 structures with the same formula, charge and spin in kcal per mole: 127.7

***

This record from the Open Molecules 2025 dataset describes a 3-piece molecular cluster, C4H11NO3 overall. The level of theory is ωB97M-V with the def2-TZVPD basis set.

Each line ends with the Mulliken charge.
Atoms and positions in Å:
O  -0.861  1.722  -1.238  -0.549
H  0.551  -2.455  1.009  0.242
H  1.826  -0.674  0.224  0.349
O  1.760  0.810  2.354  -0.798
H  -0.666  -1.408  1.627  0.240
H  1.338  0.446  3.146  0.219
C  0.452  0.857  0.835  -0.356
C  -0.650  0.397  -0.834  0.542
H  -0.805  -0.448  -2.806  0.487
H  -2.319  0.525  0.116  0.370
N  0.276  -1.527  1.287  -0.207
H  -0.030  -1.509  -1.633  0.355
C  -0.118  -0.468  -1.947  -1.523
O  -1.852  -0.175  -0.361  -0.550
C  0.929  -0.466  0.794  -0.095
H  1.038  1.640  0.385  0.357
H  -0.419  1.112  1.421  0.278
H  -1.307  1.725  -2.102  0.327
H  0.855  -0.104  -2.279  0.312

Maximum force in hartree/bohr: 0.062
M in g/mol: 121.136
HOMO-LUMO gap (spin up / spin down) in eV: 7.5 / 7.5
2S+1: 1
Energy above the lowest of the compared OMol25 structures with the same formula, charge and spin in kcal per mole: 120.1

***

This record from the Open Molecules 2025 dataset describes C4H11NO3 as an isolated structure. The level of theory is ωB97M-V with the def2-TZVPD basis set.

Each line ends with the Mulliken charge.
Atoms and positions in Å:
H  -0.592  -1.967  -1.499  0.304
H  0.814  1.390  2.410  0.303
C  -1.077  -0.947  -1.693  -1.284
O  1.633  -1.466  -0.917  -0.587
H  -2.044  1.484  1.144  0.327
H  -0.721  -1.051  1.065  0.300
H  -1.313  -0.757  -2.740  0.350
H  -0.483  0.989  -1.138  0.350
H  -2.805  0.571  -0.079  0.329
C  -0.326  -0.023  -0.776  0.175
C  1.148  -0.415  -0.562  0.580
H  -2.079  -1.299  -1.284  0.325
H  1.386  1.143  0.655  0.491
N  -0.906  -0.160  0.646  -0.352
H  -2.787  -0.066  1.648  0.326
O  1.864  0.354  0.232  -0.562
H  -0.193  0.758  1.267  0.532
C  -2.213  0.458  0.852  -0.965
O  0.387  1.803  1.645  -0.941

Maximum force in hartree/bohr: 0.084
M in g/mol: 121.136
HOMO-LUMO gap in eV: 10.8
2S+1: 1
Energy above the lowest of the compared OMol25 structures with the same formula, charge and spin in kcal per mole: 49.0

***

Question: What is the formula in the third record?
Answer: C4H11NO3